2 unconnected molecules or ions with the total composition C4H2Cl2O in a non-equilibrium geometry. Source: the OMol25 dataset; level of theory: ωB97M-V/def2-TZVPD.

The geometry in XYZ format:
```
9
Properties=species:S:1:pos:R:3:mulliken_charge:R:1
C -0.556 0.705 0.840 -0.3535
C -0.991 -0.416 0.162 -0.0867
C 0.878 0.386 0.582 0.4520
C 0.373 -0.764 -0.352 0.0816
O 1.913 0.819 0.945 -0.4862
Cl 0.427 0.819 -2.402 -0.4120
Cl 0.971 -2.142 -0.995 -0.0770
H -1.152 1.494 1.247 0.4080
H -1.863 -0.902 -0.026 0.4737
```

Results
* LUMO energy (alpha / beta): -2.159 / -2.157 eV
* HOMO energy (alpha / beta): -9.70 / -9.71 eV
* spin multiplicity: 1
* gap between HOMO and LUMO (alpha / beta): 7.54 / 7.55 eV



A molecular structure, C24H19AuF6N7PSeTe. Source: the OMol25 dataset; level of theory: ωB97M-V/def2-TZVPD.

The geometry in XYZ format:
```
60
Properties=species:S:1:pos:R:3:mulliken_charge:R:1
Au -0.850 0.904 0.517 0.8746
Se 3.933 2.632 6.207 0.6550
N 4.211 2.250 4.501 -0.7529
C 3.043 2.074 3.953 0.9566
C 2.835 1.752 2.563 0.7305
C 3.886 1.541 1.662 -0.6227
C 3.583 1.212 0.357 -0.9547
C 2.250 1.125 -0.018 -0.1239
N 1.251 1.350 0.839 -0.4062
C 1.520 1.629 2.115 -0.2886
C 0.365 1.727 3.021 0.9397
N -0.848 1.464 2.505 -0.5644
C -1.931 1.562 3.287 -0.3721
C -1.854 1.900 4.627 -1.1230
C -0.612 2.131 5.187 -0.4409
C 0.514 2.045 4.367 0.0085
C 1.867 2.241 4.870 1.1180
N 2.143 2.545 6.094 -0.7708
H 4.912 1.627 1.998 0.5694
H 4.360 1.019 -0.370 0.5044
H 1.969 0.858 -1.028 0.3581
H -2.882 1.356 2.824 0.7426
H -2.759 1.963 5.215 0.4982
H -0.505 2.380 6.235 0.5978
N 1.957 -4.397 -8.276 -0.3695
C 1.560 -3.696 -7.458 -0.1013
C 1.066 -2.817 -6.436 0.3953
C 0.133 -1.834 -6.752 -1.0169
C -0.341 -0.986 -5.767 -0.6486
C 0.131 -1.123 -4.471 1.8552
C 1.061 -2.099 -4.141 -0.3867
C 1.525 -2.950 -5.127 -1.1336
N -0.364 -0.235 -3.439 0.2939
C -0.997 0.975 -3.638 0.0220
C -1.304 1.475 -2.417 -1.2786
N -0.853 0.568 -1.474 -0.0134
C -0.285 -0.452 -2.125 -0.2860
H -0.227 -1.740 -7.767 0.4817
H -1.088 -0.250 -6.029 0.2959
H 1.446 -2.211 -3.136 0.3977
H 2.249 -3.716 -4.887 0.4636
H -1.163 1.393 -4.615 0.4584
H -1.788 2.401 -2.157 0.5684
H 0.102 -1.340 -1.653 0.6081
F -0.737 -1.182 2.309 -0.2335
P 0.536 -2.233 1.877 1.1558
F -0.573 -3.171 1.216 -0.3730
F 0.419 -2.920 3.280 -0.3369
F 0.566 -1.369 0.420 -0.1920
F 1.735 -3.102 1.380 -0.3415
F 1.529 -1.081 2.467 -0.2228
C -4.399 0.316 -0.567 -1.0320
Te -2.837 -0.813 0.311 0.5292
C -3.745 -0.967 2.214 -1.1031
H -5.232 -0.386 -0.641 0.4223
H -4.095 0.621 -1.566 0.3467
H -4.680 1.170 0.041 0.3950
H -4.385 -0.117 2.434 0.4447
H -2.976 -1.149 2.957 0.3361
H -4.348 -1.872 2.101 0.4659
```

Results
* LUMO energy (alpha / beta): -10.941 / -13.161 eV
* HOMO energy (alpha / beta): -15.94 / -15.94 eV
* spin multiplicity: 2
* gap between HOMO and LUMO (alpha / beta): 5.00 / 2.78 eV
* net charge: +3



A single C6F10O molecule in a non-equilibrium geometry. Source: the OMol25 dataset; level of theory: ωB97M-V/def2-TZVPD.

The geometry in XYZ format:
```
17
Properties=species:S:1:pos:R:3:mulliken_charge:R:1
F -1.838 -3.105 1.819 -0.1953
C -1.670 -2.167 0.964 0.4671
F -2.772 -1.223 0.775 -0.2168
C -0.514 -2.101 0.226 -0.1583
F 0.191 -3.222 0.388 -0.2808
C -0.187 -0.992 -0.732 0.9644
F -1.327 -0.831 -1.495 -0.2475
F 0.895 -1.488 -1.434 -0.2726
C 0.159 0.264 0.106 0.7604
F -1.008 0.922 0.552 -0.2912
F 0.797 0.017 1.247 -0.2877
C 1.006 1.300 -0.722 0.2720
F 0.788 1.397 -2.009 -0.2525
O 2.282 1.778 -0.359 -0.4514
C 1.223 2.720 0.014 0.5896
F 1.161 3.862 -0.668 -0.2018
F 0.815 2.871 1.328 -0.1976
```

Results
* LUMO energy: 0.544 eV
* HOMO energy: -10.44 eV
* spin multiplicity: 1
* gap between HOMO and LUMO: 10.99 eV



A molecular structure, C4H6O2. Source: the OMol25 dataset; level of theory: ωB97M-V/def2-TZVPD.

The geometry in XYZ format:
```
12
Properties=species:S:1:pos:R:3:mulliken_charge:R:1
O -1.604 -1.111 -0.147 -0.4988
C -0.715 -0.260 0.511 0.0190
C 0.988 -0.263 0.507 -0.1707
C 0.951 0.454 -0.848 -0.4200
C -0.404 0.871 -0.383 -0.5394
O 1.123 0.723 1.354 -0.5249
H -2.243 -1.466 0.484 0.3427
H -0.945 -0.124 1.563 0.4277
H 1.447 -1.241 0.709 0.4364
H 1.733 1.206 -0.985 0.2966
H 0.831 -0.156 -1.759 0.2812
H -1.163 1.367 -1.005 0.3501
```

Results
* LUMO energy (alpha / beta): -0.533 / -1.126 eV
* HOMO energy (alpha / beta): -9.06 / -8.77 eV
* spin multiplicity: 1
* gap between HOMO and LUMO (alpha / beta): 8.53 / 7.64 eV



Quick rundown of energy relative to the best compared isomer or geometry (same formula, charge and spin), same order as above: 205.5; 271.1; 133.0; 536.3 kJ/mol